Entry 1:
Density functional theory data (ωB97M-V/def2-TZVPD) for a structure of composition C59H45BrKN10O3P2 at a distorted geometry.

Geometry as XYZ:
```
121
Properties=species:S:1:pos:R:3
K 0.937 -0.395 -0.259
C 0.878 3.673 -3.297
C 0.999 2.477 -2.600
N 1.424 2.436 -1.348
C 1.740 3.598 -0.788
C 1.626 4.790 -1.497
N 1.197 4.840 -2.754
C 2.125 3.587 0.659
C 2.743 4.685 1.250
C 3.021 4.660 2.607
C 2.692 3.512 3.316
C 2.123 2.442 2.638
N 1.824 2.484 1.340
C 1.895 1.143 3.337
C 1.500 1.068 4.668
N 1.425 -0.089 5.312
C 1.737 -1.167 4.603
C 2.073 -1.107 3.255
N 2.145 0.055 2.626
C 3.669 5.811 3.283
C 4.574 5.621 4.320
C 5.153 6.726 4.922
N 4.896 7.983 4.570
C 4.031 8.157 3.576
C 3.400 7.120 2.907
H 0.501 3.678 -4.315
H 0.742 1.536 -3.067
H 1.859 5.739 -1.033
H 3.047 5.533 0.654
H 2.893 3.433 4.374
H 1.219 1.958 5.217
H 1.717 -2.118 5.122
H 2.269 -1.982 2.648
H 4.851 4.627 4.643
H 5.865 6.588 5.726
H 3.824 9.183 3.298
H 2.689 7.340 2.122
C -2.787 -3.197 2.029
N -1.657 -2.298 1.816
P -1.515 -0.727 2.457
C -2.410 -0.891 4.054
C -2.030 -1.924 4.913
C -2.600 -2.060 6.165
C -3.562 -1.153 6.593
C -3.946 -0.121 5.753
C -3.378 0.007 4.492
C -2.666 0.368 1.549
C -3.886 -0.009 0.993
C -4.671 0.911 0.319
C -4.252 2.230 0.202
C -3.040 2.619 0.749
C -2.251 1.687 1.406
P -0.133 -2.834 1.178
C -0.088 -4.530 1.915
C -0.476 -5.719 1.313
C -0.455 -6.912 2.023
C -0.047 -6.938 3.348
C 0.350 -5.758 3.964
C 0.335 -4.575 3.244
C -0.572 -3.303 -0.552
C 0.314 -4.042 -1.334
C -0.035 -4.409 -2.622
C -1.254 -4.018 -3.161
C -2.127 -3.256 -2.401
C -1.786 -2.904 -1.101
H -2.622 -3.844 2.897
H -2.926 -3.832 1.152
H -3.709 -2.642 2.202
H -1.281 -2.637 4.586
H -2.292 -2.873 6.810
H -4.009 -1.255 7.573
H -4.697 0.590 6.075
H -3.697 0.814 3.844
H -4.221 -1.034 1.061
H -5.606 0.598 -0.125
H -4.860 2.948 -0.334
H -2.691 3.635 0.632
H -1.277 1.982 1.780
H -0.809 -5.720 0.281
H -0.763 -7.827 1.534
H -0.033 -7.871 3.896
H 0.681 -5.762 4.995
H 0.662 -3.658 3.721
H 1.294 -4.292 -0.947
H 0.671 -4.969 -3.223
H -1.509 -4.280 -4.181
H -3.059 -2.903 -2.825
H -2.451 -2.274 -0.526
Br 3.927 1.776 -7.607
C 2.105 1.255 -7.545
C 1.626 0.330 -8.460
C 0.290 -0.031 -8.411
C -0.557 0.495 -7.444
C -0.060 1.433 -6.545
C 1.266 1.817 -6.594
N -1.945 0.179 -7.552
N -2.626 0.011 -6.525
C -2.124 -0.139 -5.232
C -3.021 0.323 -4.276
C -2.728 0.433 -2.934
C -1.469 0.037 -2.422
O -1.136 0.164 -1.221
C -0.532 -0.567 -3.412
N 0.644 -1.029 -2.912
C 1.466 -1.674 -3.706
C 1.151 -1.954 -5.044
C -0.013 -1.471 -5.566
C -0.878 -0.686 -4.771
H 2.284 -0.094 -9.204
H -0.117 -0.731 -9.129
H -0.722 1.853 -5.798
H 1.658 2.546 -5.895
H -3.983 0.649 -4.654
H -3.450 0.821 -2.230
H 2.386 -2.027 -3.253
H 1.820 -2.561 -5.637
H -0.293 -1.708 -6.580
O 3.687 -2.566 -1.510
C 3.395 -2.067 -0.424
O 2.440 -2.365 0.339
H 4.034 -1.216 -0.061
```

Net charge: -1
LUMO energy, eV: 1.182
ΔE to the lowest compared entry with this formula, charge and spin, kcal per mole: 12.55
Frontier orbital gap, eV: 5.6

Mulliken atomic charge list, values in e, 2 entries: number 1, K, carries 1.53; number 2, C, carries -0.60

---

Entry 2:
Density functional theory data (ωB97M-V/def2-TZVPD) for a cluster of 2 separate species, ClH2O2PS in total at a distorted geometry.

Geometry as XYZ:
```
7
Properties=species:S:1:pos:R:3
O 0.497 -1.720 -0.169
O 0.255 0.695 -0.530
P -0.518 -0.536 0.086
S -0.254 -0.127 -3.707
Cl 1.508 -0.125 -2.878
H 1.220 -1.542 -0.858
H -0.250 1.476 -0.974
```

Net charge: 0
LUMO energy (alpha / beta), eV: -0.071 / -2.803
ΔE to the lowest compared entry with this formula, charge and spin, kcal per mole: 16.26
Expectation value of S²: 2.006
Frontier orbital gap (alpha / beta), eV: 6.4 / 6.7
Spin multiplicity: 3

Mulliken atomic charge list, values in e, 2 entries: number 1, O, carries -0.34; number 2, O, carries -0.44

---

Entry 3:
Density functional theory data (ωB97M-V/def2-TZVPD) for a structure of composition C5H8O.

Geometry as XYZ:
```
14
Properties=species:S:1:pos:R:3
C -1.603 0.096 0.335
C -2.908 -0.138 0.269
C 1.802 0.617 -0.805
C 1.574 -0.841 -0.497
O 1.576 -0.492 0.925
C 1.782 0.810 0.515
H -1.095 0.721 -0.398
H -0.974 -0.322 1.118
H -3.417 -0.757 1.004
H -3.525 0.283 -0.522
H 0.606 -1.266 -0.777
H 2.390 -1.536 -0.716
H 1.871 1.610 1.243
H 1.921 1.215 -1.695
```

Net charge: 0
LUMO energy, eV: 1.125
ΔE to the lowest compared entry with this formula, charge and spin, kcal per mole: 74.91
Frontier orbital gap, eV: 10.2

Mulliken atomic charge list, values in e, 2 entries: number 1, C, carries -0.44; number 2, C, carries -0.49

---

Entry 4:
Density functional theory data (ωB97M-V/def2-TZVPD) for a structure of composition C31H26F9N6PPbS2Se at a distorted geometry.

Geometry as XYZ:
```
77
Properties=species:S:1:pos:R:3
Pb -0.652 -1.093 -0.535
C -0.108 2.289 1.982
N 0.162 1.775 0.613
C -0.658 2.526 -0.311
C -0.428 2.239 -1.769
C -0.031 3.258 -2.626
C 0.029 3.016 -3.990
C -0.328 1.765 -4.462
C -0.669 0.793 -3.533
N -0.698 1.006 -2.223
C 1.583 1.757 0.331
C 2.266 0.515 0.882
C 3.411 0.028 0.250
C 4.043 -1.092 0.760
C 3.510 -1.706 1.883
C 2.365 -1.158 2.439
N 1.764 -0.072 1.965
C -1.472 1.880 2.434
C -2.437 2.708 2.892
C -3.695 2.090 3.298
C -3.883 0.761 3.213
C -2.832 -0.163 2.669
N -1.627 0.565 2.380
H -0.022 3.390 2.023
H 0.629 1.868 2.659
H -0.549 3.613 -0.151
H -1.702 2.276 -0.088
H 0.209 4.232 -2.223
H 0.341 3.797 -4.672
H -0.328 1.534 -5.518
H -0.933 -0.209 -3.861
H 2.084 2.663 0.720
H 1.749 1.753 -0.749
H 3.794 0.528 -0.642
H 4.929 -1.488 0.281
H 3.950 -2.598 2.305
H 1.900 -1.613 3.309
H -2.279 3.775 2.936
H -4.508 2.721 3.638
H -4.846 0.321 3.438
H -0.868 0.037 1.976
S 1.160 -2.918 0.480
C 0.115 -2.907 1.832
N -0.785 -2.010 2.000
C -1.506 -2.198 3.149
C -2.512 -1.345 3.563
C -3.170 -1.655 4.732
C -2.834 -2.793 5.484
C -1.811 -3.640 5.075
C -1.144 -3.315 3.896
S 0.173 -4.137 3.086
H -3.217 -0.596 1.736
H -3.964 -1.004 5.079
H -3.379 -3.011 6.394
H -1.547 -4.522 5.644
F -3.050 0.327 -0.322
P -4.612 0.724 -0.698
F -5.122 -0.135 0.572
F -4.693 -0.595 -1.625
F -4.047 1.575 -1.957
F -4.466 2.035 0.244
F -6.124 1.122 -1.070
F 4.947 -0.201 -6.555
C 5.155 -1.220 -5.699
F 6.425 -1.100 -5.260
F 5.093 -2.356 -6.411
C 4.175 -1.198 -4.560
C 3.521 -2.347 -4.148
C 2.648 -2.249 -3.072
N 2.419 -1.118 -2.421
C 3.047 -0.021 -2.834
C 3.935 -0.003 -3.895
H 3.679 -3.293 -4.644
H 2.100 -3.117 -2.724
H 2.821 0.900 -2.291
H 4.419 0.915 -4.197
Se -1.008 -2.880 -2.506
```

Net charge: -1
LUMO energy (alpha / beta), eV: 1.914 / 1.072
ΔE to the lowest compared entry with this formula, charge and spin, kcal per mole: 57.33
Expectation value of S²: 0.754
Frontier orbital gap (alpha / beta), eV: 6.2 / 5.3
Spin multiplicity: 2

Mulliken atomic charge list, values in e, 2 entries: number 1, Pb, carries 1.18; number 2, C, carries -1.63

---

Entry 5:
Density functional theory data (ωB97M-V/def2-TZVPD) for a cluster of 2 separate species, C3H3NOS in total at a distorted geometry.

Geometry as XYZ:
```
9
Properties=species:S:1:pos:R:3
C 1.521 0.548 0.109
C -0.889 0.548 -0.567
C 0.264 -0.089 0.093
N 2.551 1.052 0.112
O -1.883 -0.060 -0.867
S 0.271 -1.848 0.013
H -0.741 1.609 -0.819
H -0.027 0.131 2.028
H -1.067 -1.892 -0.102
```

Net charge: 0
LUMO energy (alpha / beta), eV: -1.482 / -2.238
ΔE to the lowest compared entry with this formula, charge and spin, kcal per mole: 88.74
Frontier orbital gap (alpha / beta), eV: 7.9 / 7.7

Mulliken atomic charge list, values in e, 2 entries: number 1, C, carries 0.26; number 2, C, carries 0.14